P.
A 3-piece molecular cluster, C7H20O3 overall, computed with wB97M-V/def2-TZVPD.

Atoms and positions in Å:
O: -0.50436 3.19287 0.97023
O: -1.36033 -1.78451 0.50284
O: 0.21173 0.57534 0.18114
C: 2.22391 -0.04781 1.35537
C: 1.57295 0.16126 0.00523
C: -3.28643 -2.08498 -0.95384
C: 2.27265 1.23508 -0.80453
C: -0.98094 -2.70121 -1.71807
C: -1.81057 -1.75737 -0.85940
C: 0.42358 3.90033 1.75645
H: -3.68444 -1.77755 -1.92304
H: 1.75256 1.42763 -1.74146
H: -1.64133 -0.74606 -1.22947
H: 1.41794 3.43218 1.76213
H: -0.10468 2.36293 0.68043
H: 3.30667 0.94792 -0.99604
H: -1.55802 -2.65340 0.86572
H: 0.07488 3.97057 2.79081
H: -3.82535 -1.53153 -0.18528
H: -0.29339 -0.16819 0.53723
H: 2.23487 0.90965 1.88721
H: 3.23655 -0.44736 1.30017
H: 0.07809 -2.43972 -1.68862
H: 1.64790 -0.74000 1.97533
H: 1.57139 -0.77525 -0.56928
H: -1.27827 -2.65802 -2.76812
H: 0.56514 4.90930 1.35555
H: -3.46331 -3.15884 -0.86315
H: 2.30183 2.18025 -0.25092
H: -1.10121 -3.73350 -1.37462

Results
HOMO-LUMO gap, eV: 10.21
E_HOMO, eV: -9.52
SMILES string: CC(C)O.CC(C)O.CO

Charge distribution, natural (NBO) scheme, values in e: atom 1 (O): -0.75, atom 2 (O): -0.75, atom 3 (O): -0.77, atom 4 (C): -0.63, atom 5 (C): 0.10, atom 6 (C): -0.64, atom 7 (C): -0.62, atom 8 (C): -0.63, atom 9 (C): 0.08, atom 10 (C): -0.24, atom 11 (H): 0.22, atom 12 (H): 0.22, atom 13 (H): 0.19, atom 14 (H): 0.15, atom 15 (H): 0.50, atom 16 (H): 0.21, atom 17 (H): 0.47, atom 18 (H): 0.16, atom 19 (H): 0.22, atom 20 (H): 0.51, atom 21 (H): 0.21, atom 22 (H): 0.21, atom 23 (H): 0.21, atom 24 (H): 0.21, atom 25 (H): 0.16, atom 26 (H): 0.22, atom 27 (H): 0.16, atom 28 (H): 0.20, atom 29 (H): 0.21, atom 30 (H): 0.20

Q.
A 3-piece molecular cluster, C7H20O3 overall, computed with wB97M-V/def2-TZVPD.

Atoms and positions in Å:
O: -2.28558 0.12409 -0.01041
O: -3.57243 1.40134 -2.37208
O: 4.64101 -1.45308 2.99325
C: 2.51872 -1.78979 1.82785
C: 3.22143 -1.21327 3.02551
C: -1.26985 0.77065 0.72830
C: -1.17099 2.12991 -2.98266
C: -2.54393 1.46719 -3.33902
C: 2.72811 -1.61786 4.42849
C: -2.35607 0.00095 -3.67345
H: -1.91569 -0.15613 -4.65807
H: 2.77183 -1.56923 0.79084
H: 1.67506 -1.33958 4.47023
H: -0.56884 2.16644 -3.89050
H: -4.37200 1.37908 -2.90292
H: 3.34303 -1.07011 5.14259
H: -0.60668 1.49632 -2.29839
H: -0.94292 0.08048 1.50603
H: -3.30502 -0.53123 -3.73969
H: 1.47750 -1.50746 1.98360
H: -1.70750 1.65336 1.19456
H: -0.35503 0.98262 0.17488
H: -1.39173 3.13624 -2.62674
H: 2.81083 -2.67725 4.67128
H: -2.67832 0.82937 -0.52997
H: 3.10831 -0.12925 3.04013
H: 5.03834 -1.23058 2.14813
H: -2.82924 2.05670 -4.21033
H: -1.83139 -0.53260 -2.88090
H: 2.36915 -2.85733 1.98938

Results
HOMO-LUMO gap, eV: 10.79
E_HOMO, eV: -10.06
SMILES string: CC(C)O.CC(C)O.CO

Charge distribution, natural (NBO) scheme, values in e: atom 1 (O): -0.73, atom 2 (O): -0.74, atom 3 (O): -0.74, atom 4 (C): -0.65, atom 5 (C): 0.11, atom 6 (C): -0.25, atom 7 (C): -0.63, atom 8 (C): 0.09, atom 9 (C): -0.62, atom 10 (C): -0.64, atom 11 (H): 0.20, atom 12 (H): 0.22, atom 13 (H): 0.21, atom 14 (H): 0.22, atom 15 (H): 0.48, atom 16 (H): 0.22, atom 17 (H): 0.21, atom 18 (H): 0.17, atom 19 (H): 0.21, atom 20 (H): 0.21, atom 21 (H): 0.17, atom 22 (H): 0.15, atom 23 (H): 0.22, atom 24 (H): 0.21, atom 25 (H): 0.48, atom 26 (H): 0.15, atom 27 (H): 0.47, atom 28 (H): 0.16, atom 29 (H): 0.22, atom 30 (H): 0.21

Ranking the structures above by stability puts P first and Q last.